Record 1
96
Properties=species:S:1:pos:R:3:forces:R:3:lowdin_charge:R:1 method="wB97M-V/def2-TZVPD" e_tot_ev=-310138.4470 de_lowest_kj_mol=0.0 s2=0.760 multiplicity=2 largest_force_ev_per_a=0.9 orbital_gap_ev="7.9 / 6.6"
C 1.12748 1.90566 5.19313 0.063 0.095 -0.218 -0.273
C 1.28516 6.02664 1.56567 -0.003 0.060 -0.029 -0.082
H 1.19425 3.99904 0.91637 0.028 0.020 0.015 0.012
H 1.63469 0.12269 8.04071 -0.007 0.004 -0.001 0.100
H 6.78843 3.37401 2.99940 0.006 -0.012 -0.002 0.101
H -3.19838 -3.69696 -0.80957 -0.017 0.006 0.001 0.062
H 2.69217 0.60348 5.87966 0.006 -0.006 -0.002 0.088
C -3.96291 -0.64140 2.05345 0.021 -0.043 0.042 -0.038
H 1.61702 -3.45400 -0.67316 -0.010 0.003 -0.042 0.081
C 1.62093 -3.77877 0.36581 -0.079 0.046 0.100 -0.036
C 1.49700 6.89096 2.62817 0.006 0.010 0.031 -0.090
H -3.33962 1.63761 3.61732 -0.033 -0.058 -0.006 0.096
O 0.49450 -1.73036 0.98725 -0.326 -0.104 -0.435 -0.465
H 3.76632 -2.32345 1.41757 -0.008 -0.043 0.008 0.095
H 3.02607 -1.53182 0.01612 0.003 0.026 -0.013 0.070
H -4.80229 -0.30101 2.66109 -0.014 0.001 0.003 0.093
H 0.58561 -3.56756 2.91192 0.003 0.016 0.014 0.071
C -2.63916 1.32742 2.83993 -0.014 -0.096 -0.003 -0.035
H -3.03798 -0.42381 -2.62072 0.008 -0.011 -0.006 0.076
C 4.26010 0.52962 3.57211 -0.072 -0.075 0.029 -0.134
C 3.78971 1.83006 3.39327 -0.201 0.000 -0.070 -0.267
H 0.83137 0.00909 2.87582 -0.101 -0.080 -0.093 -0.005
H -4.01888 -1.73170 1.98798 0.002 0.008 -0.015 0.069
H 3.18839 1.61992 0.28441 -0.011 0.000 0.017 0.001
H 2.57939 3.66046 -3.40567 -0.006 0.004 0.000 0.047
Se 1.40621 0.74362 -1.30437 -0.063 -0.008 -0.063 0.617
C 1.36490 4.65535 1.76003 -0.024 -0.145 -0.171 -0.121
C -2.01085 2.07432 -1.59766 0.017 -0.027 0.006 -0.460
H -2.69755 1.29632 -1.27935 0.019 -0.002 0.012 -0.003
C 4.72003 2.84352 3.18241 -0.013 0.095 0.036 -0.101
C -2.23680 -1.11130 -2.89158 0.036 -0.044 0.062 -0.036
H -4.06111 -0.22297 1.05061 0.002 -0.010 0.000 0.088
C 2.84893 1.91630 -0.70406 0.008 -0.043 0.023 -0.453
C 1.78376 6.37449 3.88507 0.004 0.083 -0.001 -0.086
C 1.85406 5.00270 4.07162 0.002 -0.037 0.080 -0.118
Ge -1.38612 -2.32187 1.02215 -0.062 0.052 -0.309 1.054
H 1.43745 7.96192 2.47986 -0.001 -0.005 0.006 0.100
Se -0.74258 2.47777 -0.17086 -0.059 0.032 -0.023 0.656
H -0.17024 4.95807 -2.96405 0.005 0.003 0.017 0.048
H 2.51568 -4.37874 0.53829 -0.003 -0.005 0.014 0.093
C 1.62259 -2.56691 1.29168 0.254 -0.092 0.212 -0.665
H -1.62737 2.70051 7.02020 0.006 -0.005 0.005 0.101
C 1.73498 1.05658 6.11311 0.114 -0.052 -0.043 -0.102
C -2.64874 -0.18853 2.67877 -0.096 0.221 0.162 -0.665
H 7.59407 1.05847 3.33923 -0.004 0.003 0.004 0.100
H 1.05337 6.41772 0.58242 0.001 0.001 0.004 0.098
C 6.08093 2.57068 3.16429 0.064 -0.004 -0.008 -0.087
H 1.39571 5.36063 -2.07586 0.006 -0.005 -0.004 0.043
H -2.55339 2.98974 -1.82025 0.009 0.014 0.021 0.012
H 1.49485 -2.12282 3.40330 -0.017 -0.019 0.009 0.079
C -3.33538 -2.90023 -1.54469 0.039 0.004 -0.019 -0.053
H 1.00952 3.26159 -4.28696 0.011 -0.001 0.002 0.050
H 2.06992 4.61397 5.06192 -0.004 0.011 -0.014 0.104
C 5.61780 0.24948 3.55946 0.042 -0.019 -0.008 -0.087
C -0.08702 2.49401 5.54377 -0.051 0.034 -0.050 -0.124
H -0.78675 -3.90247 -1.47902 0.030 -0.005 0.017 0.069
H 2.48418 2.93919 -0.69434 -0.026 0.041 0.007 -0.010
C 0.88799 4.76967 -2.82912 -0.061 0.074 0.067 -0.086
H 4.38108 3.86288 3.03142 0.004 -0.010 -0.003 0.095
H -1.46597 1.75147 -2.48051 0.013 -0.003 0.013 0.000
H -1.18741 -3.59627 -3.17227 0.010 -0.013 0.016 0.090
C 0.96677 0.91149 2.24940 0.385 0.787 0.177 -0.377
C 1.64468 4.12037 3.01090 0.025 -0.230 0.121 -0.276
H -3.20254 -0.63728 4.71878 -0.008 0.002 0.015 0.092
Ge 1.85611 2.20282 3.37996 0.033 -0.004 0.132 0.939
H -0.57250 3.17774 4.85413 -0.008 -0.013 0.004 0.101
H 1.94953 7.04129 4.72224 0.000 0.002 -0.009 0.101
H -1.31846 -0.54163 -3.04521 -0.013 0.009 0.002 0.075
H 3.55703 -0.28724 3.71158 0.027 0.046 0.029 0.088
H -2.34313 -1.95056 3.90328 0.014 0.009 0.003 0.074
C 1.52290 3.85733 -3.54233 0.048 -0.081 -0.066 -0.089
H 3.66108 1.83315 -1.42259 -0.005 -0.008 -0.008 0.014
C 2.89837 -1.75757 1.07543 -0.103 0.026 -0.026 -0.037
C -0.92833 -3.11756 -2.22563 -0.048 0.000 0.008 -0.038
C 1.14323 0.78597 7.33938 -0.025 -0.020 0.057 -0.091
H -4.09657 -2.21096 -1.17458 0.006 0.002 0.006 0.085
H 0.01116 -2.57783 -2.35386 0.021 -0.004 0.016 0.085
H -1.45848 -0.50503 4.44852 0.004 -0.019 0.000 0.087
H -2.91464 1.81460 1.90419 0.021 0.016 -0.003 0.065
H -1.63963 1.65528 3.12027 0.041 0.049 0.020 0.058
H 2.34953 -3.62807 3.03084 0.001 -0.008 0.016 0.092
C -0.07179 1.36876 7.66757 -0.003 0.018 0.005 -0.096
Ti 0.04022 0.22924 0.86452 0.147 -0.045 0.300 0.428
H -3.69924 -3.35324 -2.46881 0.001 -0.017 0.012 0.088
H -0.53453 1.16044 8.62404 -0.003 0.001 -0.005 0.099
C -2.02650 -2.14915 -1.79318 -0.049 -0.048 -0.241 -0.709
O -1.63636 -1.45047 -0.61530 0.106 0.018 0.481 -0.352
C -0.68432 2.23092 6.76764 -0.032 -0.008 0.035 -0.090
C -2.39644 -0.86542 4.02032 0.013 0.008 -0.024 -0.022
H 5.96174 -0.76776 3.70217 0.007 0.004 0.001 0.101
H 0.74994 -4.41390 0.54857 -0.007 0.017 -0.032 0.073
O -1.57167 -0.53824 1.79189 -0.149 -0.319 -0.355 -0.454
C 6.53295 1.27328 3.35496 0.017 0.004 -0.004 -0.093
H -2.50426 -1.59915 -3.83051 0.005 -0.007 -0.001 0.090
H 2.85233 -0.81441 1.62256 0.009 -0.090 -0.069 0.046
C 1.50382 -2.99850 2.75010 0.066 0.013 -0.002 -0.028

Record 2
108
Properties=species:S:1:pos:R:3:forces:R:3:lowdin_charge:R:1 method="wB97M-V/def2-TZVPD" e_tot_ev=-97186.8474 de_lowest_kj_mol=37.7 s2=15.940 total_charge=-1 multiplicity=8 largest_force_ev_per_a=1.6 orbital_gap_ev="7.2 / 7.3"
F 5.30824 -2.04371 1.34516 -0.420 -0.159 0.128 0.033
H -2.08466 2.95349 -2.06514 0.020 -0.094 0.084 0.101
C 2.89284 -2.07631 1.35896 -0.538 -0.100 0.163 -0.181
H 1.45644 -5.90701 -3.34334 0.019 -0.018 0.034 0.079
C 3.73674 -1.37471 -2.24034 -0.208 0.158 -0.084 -0.068
H 0.25634 -5.79711 1.11976 0.003 0.007 0.078 0.090
H 0.92304 -2.82051 4.01256 0.017 0.009 0.106 0.104
H -4.49196 -0.06401 -0.47484 0.130 -0.083 0.086 0.126
H 0.79274 3.42429 2.28586 -0.031 -0.001 -0.011 0.044
H -1.96786 2.43479 -0.37304 -0.134 0.025 -0.155 0.077
H 2.18294 -6.11791 -0.48504 0.095 -0.008 0.001 0.087
H -4.87656 2.05329 4.68666 0.055 -0.016 0.076 0.084
N 1.73884 -0.90721 -0.37324 0.025 -0.157 0.326 0.070
C -1.24456 -0.11091 4.82926 -0.114 0.093 0.357 -0.572
H 4.50774 -1.57801 -2.97224 0.040 -0.016 -0.019 0.105
H -2.86296 -2.25111 -0.71434 -0.087 0.101 -0.082 0.084
H 2.51484 -4.70521 -1.51314 0.039 -0.012 -0.074 0.081
C 0.02314 4.95419 -3.22494 0.010 0.025 -0.045 -0.074
C 1.01854 -3.29351 -3.76994 -0.155 0.123 -0.038 -0.074
H -0.95946 5.30629 -2.87514 0.034 -0.021 -0.018 0.086
N -2.29036 1.47519 1.59386 0.269 -0.166 0.307 0.044
C -2.27096 2.27929 2.60016 -0.453 -0.002 -0.399 -0.400
C 0.17474 -3.78651 -1.49184 -0.344 -0.112 -0.236 -0.390
H -3.95726 2.01259 0.48696 -0.090 -0.068 0.038 0.111
H 0.80224 0.21159 -1.78254 -0.069 0.056 -0.077 0.078
C 2.04404 -5.03791 -0.59074 0.017 -0.161 -0.066 -0.053
C 2.65034 -0.57041 -2.55644 0.173 -0.036 0.131 -0.092
H -3.34676 -1.42511 -2.21514 0.029 0.036 0.098 0.123
H -0.21556 2.62379 1.07676 0.063 0.200 0.058 0.035
N 0.35984 -4.16231 -2.83154 0.226 -0.083 0.112 -0.171
C 0.42704 -5.55701 -3.18724 -0.153 -0.085 -0.069 -0.082
N 1.36804 0.78809 1.95226 0.393 0.302 0.466 -0.074
H -0.49616 4.33999 1.47356 0.037 0.030 -0.032 0.093
H -3.30416 1.23649 4.78976 -0.065 0.003 0.118 0.066
H -3.58226 -0.97001 0.76276 -0.051 0.095 -0.234 0.064
C 3.81904 -1.90841 -0.97274 -0.080 0.003 0.034 -0.011
C 3.03564 -2.99271 3.95026 0.251 -0.084 -0.112 -0.264
C -3.85786 4.01799 3.01946 0.031 -0.002 -0.038 -0.079
C -3.79206 2.18809 4.60086 -0.107 -0.150 -0.061 -0.074
H -3.47946 2.90799 5.37276 0.045 -0.109 -0.037 0.085
H -0.03556 -6.15211 -2.40504 0.024 -0.057 -0.050 0.092
N -2.93266 -3.28411 1.67266 0.444 0.396 -0.035 -0.039
C -2.55416 -1.50511 -1.44804 0.156 -0.328 -0.289 -0.205
C -0.80726 2.93899 -4.30664 -0.012 0.005 -0.062 -0.084
N -0.93616 -0.36721 3.72676 0.496 -0.484 -1.395 -0.023
H -0.69786 -1.21911 -2.52564 -0.022 0.011 -0.112 0.084
C 4.22204 -2.80001 3.26096 -0.107 0.001 0.171 0.051
C 2.76274 3.32719 -2.94554 0.073 -0.007 -0.113 -0.067
H -3.28266 4.74459 3.61436 0.008 -0.025 -0.002 0.075
H 2.26994 3.46299 -3.90344 0.072 0.027 -0.006 0.082
N 0.08724 3.51959 -3.34034 -0.279 -0.166 0.345 -0.210
H 2.53884 -4.53621 0.24726 0.053 -0.021 -0.024 0.082
C 1.67344 -0.39701 -1.58984 0.019 0.120 -0.469 -0.183
H -3.72026 4.24699 1.96066 -0.037 0.100 0.026 0.088
C -1.27716 -2.04491 -2.09964 -0.317 -0.050 -0.040 -0.212
N 0.63094 -4.72021 -0.59484 0.218 0.037 0.253 -0.165
H 4.65044 -2.54471 -0.71894 0.014 -0.002 0.126 0.110
H -1.25846 2.65909 4.97636 -0.022 0.009 0.085 0.069
H -3.40596 1.07679 -2.09714 0.052 -0.139 0.031 0.124
C -3.56196 -0.08051 0.12786 -0.052 0.129 0.390 -0.213
H -0.77576 1.85539 -4.22124 -0.048 -0.056 -0.028 0.085
C 0.48094 2.78389 -2.18534 -0.356 0.112 -0.266 -0.382
H 2.77564 3.33149 -0.16354 0.044 0.011 0.057 0.092
Gd -0.36526 -0.77331 1.46896 0.760 0.036 -0.204 1.373
C 2.41124 2.45689 -0.71024 -0.061 0.024 0.365 -0.062
C -0.21466 3.35769 1.87986 0.034 0.000 -0.308 -0.067
F 3.11644 -3.49011 5.21606 -0.080 0.192 -0.334 0.040
H -4.32616 0.93849 1.83916 0.068 0.025 -0.258 0.121
H 0.22014 5.40889 -4.20124 0.019 0.075 0.039 0.084
C 2.22254 1.39179 2.48296 -1.040 -0.677 -0.771 -1.005
H 0.25244 3.32369 4.39446 0.014 -0.018 -0.013 0.087
H -1.84606 0.45429 -2.65784 -0.087 0.049 0.041 0.097
H -1.17086 4.37789 4.50836 0.031 -0.021 0.022 0.081
H 3.21564 4.27529 -2.63614 0.052 0.031 -0.015 0.087
C 1.80834 -2.69091 3.39956 -0.657 -0.001 -0.287 -0.066
H 0.37264 -4.02951 1.39836 -0.106 -0.283 -0.138 0.045
H 3.56544 2.59239 -3.05664 0.058 0.023 -0.008 0.082
H -1.85096 3.26939 -4.20864 0.031 -0.036 0.048 0.080
C 0.01774 -4.81231 0.71206 -0.283 0.192 0.082 -0.064
C -2.07266 -2.50041 1.60966 -1.083 -1.043 0.405 -0.428
C -1.69156 2.17059 -1.39514 -0.204 0.156 -0.168 -0.201
S 3.35364 2.32129 3.11556 0.972 0.713 0.591 0.509
C 1.67084 -2.22891 2.07606 0.975 0.342 0.641 -0.167
N -3.49296 2.63969 3.25826 0.224 0.231 0.094 -0.190
H 1.09924 -2.29201 -3.36154 -0.045 -0.012 -0.053 0.053
H -0.12536 -5.70761 -4.12104 0.061 -0.056 -0.016 0.084
C -2.37186 0.84389 -1.78094 0.208 0.455 0.037 -0.172
H 1.67584 1.93549 -0.10584 0.125 0.073 0.014 0.037
H 5.18444 -2.97871 3.71296 0.051 -0.014 0.058 0.123
C -0.82936 3.36149 4.26796 -0.164 0.123 0.203 -0.034
H -1.56166 -2.71431 -2.92844 0.042 0.165 0.034 0.122
C 4.12124 -2.32071 1.97436 -0.083 -0.014 0.099 -0.209
C 2.82174 -1.61831 -0.02764 0.161 0.219 -0.486 -0.222
N -0.49256 -2.76011 -1.12394 0.239 0.220 0.306 0.108
H -1.06066 -4.70941 0.60736 0.073 -0.016 0.106 0.059
N -1.15026 2.97459 2.91516 0.240 -0.170 -0.008 -0.127
H 2.03454 -3.65291 -3.98734 0.025 0.039 0.016 0.088
H 3.25534 1.78759 -0.88454 0.026 -0.031 0.013 0.091
H -4.91466 4.14029 3.26626 -0.024 0.058 -0.034 0.084
H 0.46384 -3.25891 -4.71324 0.027 0.060 -0.059 0.088
N 1.82254 2.85409 -1.96504 0.354 0.095 -0.186 -0.143
H 0.77714 5.29559 -2.51974 0.054 0.076 0.021 0.088
C -3.59156 1.13869 1.04856 -0.148 0.032 -0.202 -0.207
N -0.25676 2.09699 -1.40464 0.008 -0.390 0.067 0.091
H -0.46546 3.21719 -5.31164 -0.080 -0.056 -0.002 0.083
H 2.55814 -0.10331 -3.52514 -0.075 0.062 -0.102 0.105
O -1.59146 0.18359 5.93046 -0.123 0.135 0.769 0.007
N -2.39716 -0.21171 -0.76254 0.068 -0.208 0.076 -0.175